Record 1
A cluster of 2 separate species, C5H6ClN3O in total, computed with ωB97M-V/def2-TZVPD.

For the HOMO energy, the calculation gives -8.5 eV. The calculated total energy is -893.64836 hartree. As for the HOMO-LUMO gap: 8.77 eV.

Last column: Löwdin charge in e.
Element x y z (Å)
C: 0.233 1.988 -1.338  -0.172
C: -0.721 1.051 -1.128  -0.606
C: -0.615 -0.784 1.096  -0.342
C: 2.126 1.439 0.079  -0.166
C: 2.965 0.733 0.770  0.022
N: 1.362 2.145 -0.548  0.084
N: -0.636 -1.723 1.865  0.144
N: -0.659 0.045 0.181  0.109
O: -2.318 -2.396 -0.964  -0.045
Cl: -2.242 0.832 -1.864  0.700
H: 0.033 2.931 -1.986  0.150
H: 2.516 0.331 1.589  0.017
H: -2.222 -2.860 -0.090  0.062
H: 3.982 0.393 0.582  0.068
H: -0.611 -1.784 2.819  0.023
H: -3.194 -2.342 -1.064  -0.049

Record 2
The ion C18H20FN2 with charge +1, computed with ωB97M-V/def2-TZVPD.

For the HOMO energy, the calculation gives -11.8 eV. The calculated total energy is -907.00799 hartree. Its total charge is +1. The structure (SMILES) is CCC1=C[C@@H]2Cc3[nH+]c4cc(F)ccc4c(N)c3[C@H](C1)C2. As for the HOMO-LUMO gap: 7.55 eV.

Last column: Löwdin charge in e.
Element x y z (Å)
C: 4.588 -0.394 -2.636  -0.084
C: 3.701 -0.931 -1.529  -0.249
C: 3.013 0.152 -0.901  -0.326
C: 3.421 0.618 0.225  -0.021
C: 2.818 1.598 1.261  -0.230
C: 1.911 0.774 2.259  -0.042
C: 0.443 0.658 1.808  -0.083
N: -0.467 0.273 2.780  0.157
C: -1.746 0.113 2.599  -0.196
C: -2.639 -0.190 3.626  0.082
C: -4.048 -0.194 3.535  -0.230
F: -4.823 -0.459 4.619  0.100
C: -4.572 0.158 2.320  0.039
C: -3.731 0.498 1.176  0.071
C: -2.314 0.438 1.330  -0.073
C: -1.433 0.858 0.304  -0.097
N: -1.839 1.072 -1.030  0.214
C: -0.049 0.953 0.576  -0.058
C: 0.948 1.644 -0.361  -0.222
C: 1.710 0.666 -1.326  -0.080
C: 1.860 2.483 0.497  -0.138
H: 5.228 0.472 -2.301  0.111
H: 5.126 -1.342 -2.931  0.100
H: 3.915 -0.179 -3.396  0.042
H: 4.410 -1.521 -0.891  0.128
H: 2.972 -1.736 -1.892  0.148
H: 4.429 0.350 0.504  0.124
H: 3.572 2.097 1.881  0.147
H: 1.960 1.275 3.221  0.119
H: 2.414 -0.192 2.522  0.146
H: -0.057 -0.126 3.657  0.205
H: -2.312 -0.472 4.634  0.139
H: -5.556 -0.113 2.169  0.102
H: -4.263 0.860 0.370  0.091
H: -1.221 1.032 -1.745  0.062
H: -2.723 0.719 -1.264  0.093
H: 0.404 2.380 -0.977  0.148
H: 1.050 -0.130 -1.716  0.134
H: 1.886 1.221 -2.231  0.124
H: 2.414 3.086 -0.233  0.136
H: 1.298 3.230 1.184  0.167

Record 3
A cluster of 12 separate species, C4H31NO13 in total, computed with ωB97M-V/def2-TZVPD.

For the HOMO energy, the calculation gives -9.8 eV. The calculated total energy is -1203.85907 hartree. The structure (SMILES) is CCCNC(=O)O.O.O.O.O.O.O.O.O.O.O.O. As for the HOMO-LUMO gap: 9.87 eV.

Last column: Löwdin charge in e.
Element x y z (Å)
C: -1.232 -1.881 1.324  -0.108
C: -1.387 -0.567 0.550  -0.253
C: -0.028 0.075 0.309  -0.218
N: 0.754 0.152 1.578  0.091
C: 1.732 1.124 1.688  -0.531
O: 2.528 1.332 2.601  0.064
O: 1.710 1.920 0.554  0.060
H: -0.135 -2.162 1.100  0.083
H: -1.367 -1.654 2.486  0.108
H: -1.835 -2.669 1.005  0.030
H: -1.758 -0.856 -0.402  0.053
H: -2.201 0.052 1.034  0.115
H: -0.285 1.063 -0.155  0.083
H: 0.591 -0.528 -0.451  0.132
H: 0.767 -0.780 2.066  0.121
H: 1.663 1.486 -0.284  0.042
O: -2.066 1.373 -1.657  -0.085
H: -1.293 1.801 -2.008  0.028
H: -2.748 2.126 -1.419  0.102
O: 2.986 -1.572 -2.262  -0.050
H: 2.561 -1.680 -3.148  0.027
H: 3.115 -0.742 -1.874  0.013
O: -3.710 2.895 -0.013  -0.034
H: -4.203 2.239 0.325  -0.026
H: -2.799 2.802 0.407  0.029
O: -1.507 0.986 3.422  -0.072
H: -2.245 0.824 4.041  0.082
H: -0.708 1.327 3.925  0.105
O: -1.234 -0.583 -3.067  -0.061
H: -1.810 0.108 -2.701  0.009
H: -1.291 -1.396 -2.585  -0.001
O: -1.279 2.739 1.305  -0.118
H: -1.453 2.119 2.113  0.045
H: -0.273 2.854 1.183  0.086
O: 0.818 1.116 -1.991  -0.108
H: 0.328 0.259 -2.298  0.066
H: 1.077 1.642 -2.754  0.074
O: 1.197 -3.295 -0.923  -0.067
H: 1.623 -4.178 -0.623  0.125
H: 1.861 -2.838 -1.401  -0.029
O: 2.001 -0.885 4.116  -0.001
H: 2.464 -0.169 3.857  -0.063
H: 1.072 -0.825 3.927  0.007
O: 1.341 -1.169 -4.254  -0.040
H: 1.015 -1.152 -5.190  0.105
H: 0.559 -1.287 -3.773  -0.022
O: -1.502 -2.933 -1.295  -0.076
H: -0.576 -3.102 -1.049  0.002
H: -1.767 -3.643 -1.909  0.075

Record 4
A structure of composition C25H44LaO2P2, computed with ωB97M-V/def2-TZVPD.

For the HOMO energy, the calculation gives -10.6 eV. The calculated total energy is -1843.53601 hartree. Its total charge is +1. As for the HOMO-LUMO gap: 7.46 eV.

Last column: Löwdin charge in e.
Element x y z (Å)
La: -1.074 1.437 1.371  2.091
C: -0.135 0.567 3.594  -0.318
C: 0.939 1.055 2.766  -0.352
C: -0.431 2.865 3.307  -0.369
C: -0.950 1.694 3.948  -0.322
C: 0.767 2.480 2.626  -0.400
C: -0.170 -0.733 4.316  -0.006
H: 0.648 -1.396 4.006  0.080
H: -1.107 -1.278 4.136  0.084
H: -0.087 -0.565 5.404  0.102
C: -1.949 1.712 5.042  -0.010
H: -1.605 1.119 5.901  0.095
H: -2.932 1.321 4.747  0.089
H: -2.096 2.731 5.416  0.084
C: -1.034 4.227 3.396  -0.019
H: -1.218 4.467 4.449  0.095
H: -2.000 4.328 2.873  0.095
H: -0.348 4.975 2.986  0.082
C: 1.693 3.358 1.873  -0.029
H: 2.599 3.519 2.475  0.111
H: 1.232 4.330 1.686  0.078
H: 1.987 2.930 0.904  0.089
C: 2.114 0.288 2.237  -0.023
H: 3.059 0.824 2.454  0.109
H: 2.098 0.164 1.138  0.073
H: 2.176 -0.723 2.667  0.073
C: 0.253 -3.705 0.903  -0.103
C: 1.371 -3.607 1.640  -0.123
C: 2.713 -3.186 1.158  -0.183
C: 3.054 -3.492 -0.333  -0.173
C: 2.928 -2.359 -1.275  -0.107
C: 1.893 -1.515 -1.377  -0.150
C: 0.648 -1.620 -0.522  -0.266
C: 0.020 -3.025 -0.409  -0.192
H: 3.452 -3.725 1.762  0.114
H: 2.475 -4.363 -0.648  0.121
H: 2.908 -2.131 1.385  0.086
H: 0.335 -3.652 -1.255  0.110
H: -0.602 -4.289 1.269  0.110
H: 1.338 -3.911 2.685  0.102
H: -1.075 -2.917 -0.510  0.096
H: 0.827 -1.228 0.495  0.070
H: 1.971 -0.585 -1.961  0.089
H: -0.123 -0.923 -0.932  0.000
H: 4.110 -3.787 -0.349  0.112
H: 3.815 -2.170 -1.882  0.108
P: -0.820 -0.907 -3.113  0.850
P: -1.064 2.168 -3.032  0.787
C: -1.167 -0.102 -4.769  -0.444
C: -1.708 1.304 -4.581  -0.458
H: -1.895 -0.731 -5.306  0.083
H: -0.221 -0.108 -5.337  0.080
H: -1.473 1.904 -5.468  0.078
H: -2.795 1.283 -4.452  0.073
C: -1.537 3.809 -3.739  -0.332
H: -1.037 4.577 -3.153  0.027
H: -2.618 3.928 -3.652  0.036
H: -1.250 3.914 -4.789  0.044
C: 0.673 2.260 -3.696  -0.308
H: 0.647 2.367 -4.791  0.052
H: 1.273 1.380 -3.426  0.015
H: 1.136 3.153 -3.258  0.034
C: -2.438 -1.753 -2.947  -0.268
H: -2.708 -1.757 -1.886  0.020
H: -2.375 -2.783 -3.317  0.050
H: -3.193 -1.196 -3.517  0.040
C: 0.134 -2.284 -3.917  -0.266
H: -0.138 -2.302 -4.985  0.044
H: -0.065 -3.265 -3.468  0.038
H: 1.212 -2.079 -3.824  0.031
O: -1.772 -0.976 1.530  -0.177
C: -2.781 -0.615 2.234  -0.443
O: -3.074 0.638 2.360  -0.238
H: -3.431 -1.335 2.741  0.150

Record 5
An isolated molecule of C6H5N, computed with ωB97M-V/def2-TZVPD.

For the HOMO energy, the calculation gives -9.0 eV. The calculated total energy is -286.15083 hartree. The structure (SMILES) is C#C[C@@H]1N[C@@H]1C#C. As for the HOMO-LUMO gap: 9.37 eV.

Last column: Löwdin charge in e.
Element x y z (Å)
C: 1.183 -0.149 2.049  0.121
C: 0.957 -0.159 0.862  -0.107
C: 0.783 -0.186 -0.579  -0.282
N: 0.572 1.067 -1.341  0.069
C: -0.505 0.117 -1.300  -0.339
C: -1.740 0.360 -0.523  -0.058
C: -1.933 -0.342 0.446  0.134
H: 1.385 -0.120 3.101  0.030
H: 1.456 -0.883 -1.074  0.135
H: 0.350 1.807 -0.677  0.107
H: -0.695 -0.466 -2.194  0.133
H: -1.810 -1.047 1.229  0.058

Record 6
A structure of composition C29H50Br20ClN2O5PS2, computed with ωB97M-V/def2-TZVPD.

For the HOMO energy, the calculation gives -9.2 eV. The calculated total energy is -54699.05486 hartree. As for the HOMO-LUMO gap: 8.04 eV.

Last column: Löwdin charge in e.
Element x y z (Å)
C: 0.267 -2.688 0.535  -0.060
C: 0.088 -1.300 0.000  -0.186
C: 1.262 -0.480 -0.284  -0.224
S: 2.916 -1.136 -0.040  0.585
C: 3.413 -0.437 1.514  -0.134
O: 2.888 -2.565 0.134  -0.342
O: 3.812 -0.715 -1.081  -0.352
C: 1.132 0.818 -0.703  -0.579
Cl: 2.453 1.895 -0.976  0.782
C: -0.142 1.361 -0.941  -0.463
N: -0.413 2.586 -1.369  -0.221
S: -2.012 2.686 -1.463  0.976
N: -2.412 1.218 -0.969  -0.209
C: -1.282 0.565 -0.715  -0.323
C: -1.149 -0.758 -0.218  -0.164
C: -2.447 -1.494 0.067  -0.177
P: -2.900 -1.227 1.808  0.441
O: -4.226 -1.724 2.160  -0.274
O: -1.765 -1.866 2.731  -0.144
O: -2.763 0.358 2.025  -0.109
H: 0.864 -2.698 1.443  0.073
H: -0.666 -3.180 0.756  0.074
H: 0.800 -3.317 -0.159  0.034
H: 3.162 0.621 1.504  0.044
H: 2.821 -0.910 2.291  0.033
H: 4.473 -0.610 1.628  0.079
H: -2.371 -2.545 -0.169  0.080
H: -3.256 -1.038 -0.493  -0.008
H: -0.918 -1.431 2.565  0.014
H: -1.843 0.594 2.197  0.056
Br: -8.657 -2.089 5.875  0.591
C: -7.776 -1.020 4.504  -0.699
C: -6.287 -1.233 4.489  -0.710
Br: -5.421 -0.307 5.968  0.599
H: -8.049 0.013 4.692  0.048
H: -8.213 -1.347 3.563  0.047
H: -5.848 -0.815 3.588  0.029
H: -6.008 -2.278 4.566  0.053
Br: 3.251 4.574 3.570  0.581
C: 2.476 4.883 1.811  -0.707
C: 0.973 4.842 1.846  -0.650
Br: 0.330 3.012 1.988  0.686
H: 2.897 4.134 1.148  0.026
H: 2.823 5.869 1.507  0.011
H: 0.561 5.223 0.915  0.065
H: 0.550 5.388 2.682  0.054
Br: -5.292 2.757 -1.290  0.634
C: -6.361 4.354 -1.000  -0.682
C: -5.762 5.551 -1.689  -0.694
Br: -4.202 6.219 -0.736  0.602
H: -6.441 4.485 0.074  0.052
H: -7.342 4.130 -1.413  0.059
H: -6.469 6.377 -1.706  0.058
H: -5.438 5.330 -2.700  0.050
Br: 5.917 6.076 1.075  0.630
C: 6.222 7.985 1.258  -0.686
C: 4.988 8.688 1.756  -0.692
Br: 3.644 8.867 0.360  0.608
H: 6.553 8.345 0.289  0.051
H: 7.031 8.086 1.978  0.060
H: 5.225 9.704 2.065  0.058
H: 4.514 8.161 2.578  0.047
Br: 0.888 -1.939 4.726  0.686
C: 2.171 -1.565 6.140  -0.675
C: 2.204 -0.100 6.484  -0.687
Br: 3.152 0.944 5.143  0.613
H: 3.130 -1.940 5.800  0.053
H: 1.835 -2.148 6.994  0.060
H: 2.747 0.059 7.412  0.059
H: 1.211 0.330 6.567  0.053
Br: 8.163 -1.805 -1.925  0.605
C: 7.181 -0.174 -1.529  -0.695
C: 7.842 1.030 -2.143  -0.695
Br: 9.433 1.582 -1.163  0.595
H: 7.098 -0.110 -0.449  0.048
H: 6.191 -0.320 -1.955  0.040
H: 7.173 1.887 -2.111  0.058
H: 8.156 0.849 -3.166  0.005
Br: -1.816 -4.464 -2.837  0.625
C: -0.909 -3.414 -4.203  -0.689
C: 0.542 -3.797 -4.335  -0.675
Br: 1.589 -3.097 -2.856  0.753
H: -1.039 -2.373 -3.929  0.046
H: -1.445 -3.615 -5.128  0.058
H: 0.968 -3.359 -5.235  0.059
H: 0.697 -4.871 -4.347  0.051
Br: 13.049 1.137 -3.527  0.602
C: 12.297 1.584 -5.264  -0.700
C: 10.792 1.575 -5.240  -0.692
Br: 10.081 -0.236 -5.233  0.620
H: 12.705 0.873 -5.975  0.048
H: 12.667 2.581 -5.492  0.056
H: 10.395 2.040 -6.140  0.057
H: 10.386 2.075 -4.365  0.032
Br: -5.672 -1.571 -1.061  0.706
C: -7.274 -2.439 -0.392  -0.670
C: -6.955 -3.794 0.180  -0.685
Br: -6.633 -5.107 -1.220  0.649
H: -7.980 -2.480 -1.214  0.050
H: -7.658 -1.783 0.386  0.054
H: -7.800 -4.176 0.750  0.059
H: -6.070 -3.781 0.809  0.046
Br: -9.334 -7.767 -5.187  0.601
C: -9.094 -8.878 -3.608  -0.701
C: -7.993 -8.360 -2.723  -0.715
Br: -6.233 -8.762 -3.449  0.597
H: -8.906 -9.887 -3.960  0.048
H: -10.047 -8.847 -3.085  0.056
H: -8.023 -8.850 -1.752  0.060
H: -8.038 -7.285 -2.585  -0.013

Record 7
A cluster of 2 separate species, H4O3Si in total, computed with ωB97M-V/def2-TZVPD.

For the HOMO energy, the calculation gives -11.1 eV. The calculated total energy is -517.69479 hartree. As for the HOMO-LUMO gap: 11.13 eV.

Last column: Löwdin charge in e.
Element x y z (Å)
O: -1.035 -1.022 -0.491  -0.124
O: -0.541 1.404 0.409  -0.258
O: 1.328 0.072 -0.902  -0.113
Si: 0.105 -0.061 0.156  0.097
H: -0.767 -1.823 -0.925  0.050
H: -1.636 1.297 1.159  0.292
H: 1.963 0.772 -0.813  0.051
H: 0.584 -0.640 1.406  0.004

Record 8
A cluster of 2 separate species, C38H70FN4O2 in total, computed with ωB97M-V/def2-TZVPD.

For the HOMO energy, the calculation gives -9.8 eV. The calculated total energy is -1958.62482 hartree. Its total charge is +1. As for the HOMO-LUMO gap: 2.18 eV.

Last column: Löwdin charge in e.
Element x y z (Å)
C: -10.833 0.568 2.331  -0.126
C: -10.255 2.050 1.957  -0.241
C: -9.413 1.876 0.610  -0.230
C: -8.660 3.204 0.104  -0.133
C: -7.234 2.958 -0.593  -0.258
C: -6.206 3.050 0.639  -0.082
C: -6.209 1.763 1.610  -0.277
C: -4.738 1.734 2.312  -0.068
F: -7.137 1.919 2.727  -0.083
C: -6.925 4.191 -1.616  -0.319
O: -7.166 5.414 -1.488  0.035
N: -6.281 3.684 -2.855  0.056
C: -5.904 2.212 -2.707  -0.322
C: -4.395 2.353 -2.123  -0.144
C: -3.966 1.200 -1.092  -0.107
C: -6.007 1.709 -4.228  -0.129
C: -4.865 0.684 -4.689  -0.215
C: -4.889 -0.734 -3.935  -0.194
C: -3.652 -1.646 -4.447  -0.212
C: -2.346 -1.545 -3.525  -0.216
C: -1.329 -2.733 -3.991  -0.209
C: -1.362 -3.990 -2.952  -0.205
C: -0.013 -3.900 -2.091  -0.237
C: 0.225 -5.203 -1.187  -0.203
C: 1.096 -4.860 0.115  -0.218
C: 2.260 -3.783 -0.105  -0.196
C: 3.500 -4.333 -1.009  -0.130
N: 4.740 -3.755 -0.372  -0.186
C: 5.351 -4.332 0.798  -0.089
C: 6.564 -3.485 1.227  -0.082
C: 6.587 -2.343 0.167  -0.105
C: 5.410 -2.564 -0.819  -0.064
C: -7.075 1.767 -1.671  -0.212
N: -8.391 1.559 -2.382  0.055
H: -11.934 0.584 2.626  0.069
H: -10.782 -0.045 1.352  0.068
H: -10.149 0.041 3.072  0.072
H: -9.661 2.442 2.845  0.096
H: -11.167 2.745 1.811  0.114
H: -10.180 1.606 -0.214  0.109
H: -8.663 1.015 0.623  0.102
H: -9.337 3.743 -0.659  0.123
H: -8.616 3.920 1.009  0.129
H: -6.487 3.944 1.314  0.147
H: -5.116 3.224 0.343  0.095
H: -6.356 0.780 1.051  0.127
H: -4.905 1.491 3.428  0.088
H: -4.285 2.783 2.292  0.085
H: -4.063 0.921 1.892  0.070
H: -5.492 4.264 -3.176  0.132
H: -4.312 3.383 -1.608  0.111
H: -3.595 2.370 -2.948  0.111
H: -3.492 1.671 -0.158  0.065
H: -4.814 0.532 -0.731  0.062
H: -3.163 0.489 -1.523  0.066
H: -7.011 1.260 -4.520  0.111
H: -5.879 2.650 -4.886  0.122
H: -5.075 0.449 -5.803  0.119
H: -3.808 1.147 -4.687  0.105
H: -4.968 -0.669 -2.800  0.092
H: -5.837 -1.296 -4.285  0.117
H: -3.360 -1.432 -5.533  0.118
H: -4.001 -2.746 -4.400  0.117
H: -1.752 -0.575 -3.644  0.107
H: -2.610 -1.755 -2.429  0.098
H: -1.637 -3.186 -5.007  0.106
H: -0.256 -2.346 -4.151  0.101
H: -1.436 -4.983 -3.504  0.111
H: -2.255 -3.872 -2.254  0.108
H: 0.895 -3.721 -2.783  0.108
H: -0.078 -2.946 -1.442  0.117
H: 0.795 -5.977 -1.800  0.112
H: -0.798 -5.585 -0.858  0.112
H: 1.595 -5.798 0.572  0.114
H: 0.407 -4.433 0.938  0.116
H: 1.923 -2.780 -0.523  0.100
H: 2.701 -3.562 0.939  0.113
H: 3.505 -5.477 -1.006  0.130
H: 3.350 -3.928 -2.079  0.126
H: 4.965 -5.269 1.335  0.121
H: 7.253 -3.634 2.121  0.072
H: 7.303 -1.461 0.111  0.050
H: 5.062 -1.962 -1.712  0.110
H: -6.936 0.782 -1.113  0.132
H: -8.885 2.450 -2.508  0.085
H: -8.963 0.868 -1.885  0.069
C: 9.252 3.143 3.051  -0.013
C: 8.855 1.639 3.020  -0.431
C: 8.809 1.058 4.459  -0.103
C: 10.172 0.736 5.060  -0.159
C: 11.005 -0.105 4.101  -0.104
C: 11.138 0.551 2.708  -0.447
N: 9.807 0.908 2.128  0.135
O: 9.224 -0.206 1.738  0.181
C: 12.038 1.806 2.823  -0.021
C: 11.948 -0.393 1.783  -0.014
C: 7.397 1.640 2.488  -0.019
H: 9.920 3.407 2.227  0.091
H: 8.386 3.799 2.933  0.095
H: 9.734 3.430 3.988  0.089
H: 8.220 0.133 4.458  0.137
H: 8.281 1.751 5.123  0.147
H: 10.699 1.657 5.324  0.116
H: 10.035 0.187 5.997  0.137
H: 11.996 -0.269 4.534  0.145
H: 10.547 -1.097 4.010  0.140
H: 12.125 2.314 1.855  0.105
H: 13.046 1.529 3.139  0.106
H: 11.689 2.531 3.556  0.069
H: 11.502 -1.387 1.700  0.092
H: 12.959 -0.540 2.170  0.104
H: 12.038 0.027 0.776  0.104
H: 7.349 2.014 1.461  0.107
H: 6.765 2.283 3.106  0.105
H: 6.939 0.649 2.517  0.087